Entry 1:
# C2H10N3O

A 2-piece molecular cluster, C2H10N3O overall at a distorted geometry (ωB97M-V/def2-TZVPD, OMol25).

Cartesian coordinates (Å):
1 C 0.4445 0.0663 0.2017
2 N 0.3409 -1.1957 -0.1709
3 N 1.5977 0.7540 0.0424
4 N -0.5902 0.6152 0.8482
5 C 2.8805 0.2140 -0.5074
6 H 1.1583 -1.6604 -0.5740
7 H -0.5643 -1.6722 -0.1593
8 H 1.7055 1.6306 0.5585
9 H -0.6117 1.5334 1.2987
10 H -1.3870 -0.0194 0.9423
11 H 3.2690 -0.6995 -0.0267
12 H 3.6578 0.9950 -0.4587
13 H 2.6709 -0.0081 -1.5673
14 O -4.4963 -0.0371 -0.2371
15 H -5.0724 0.2208 0.5177
16 H -5.0031 -0.7368 -0.7081

Results
- gap between HOMO and LUMO (eV) = 11.44
- E_HOMO (eV) = -14.4
- E (eV) = -8748.5283
- net charge = +1
- relative energy (zero: lowest compared OMol25 entry of this formula, charge and spin) (kcal per mole) = 14.1

Mulliken population analysis, charges in e, atoms 1 to 2:
1. C 0.801
2. N -0.359

Entry 2:
# C32H70ClNO17

A 7-piece molecular cluster, C32H70ClNO17 overall (ωB97M-V/def2-TZVPD, OMol25).

Cartesian coordinates (Å):
1 C 0.5792 -0.2896 1.4274
2 C -0.3335 0.2059 2.5160
3 O -0.1544 -0.0497 3.6850
4 N -1.4752 0.9469 2.0652
5 C -1.0820 2.2150 1.4104
6 C -2.5011 1.0594 3.0903
7 O -2.6556 2.4263 3.5534
8 C -3.7442 2.9592 2.9495
9 O -4.2064 4.0098 3.2138
10 O -4.2194 2.1159 1.9936
11 C -3.9272 0.8153 2.5691
12 C -4.2027 -0.3524 1.6431
13 C -5.5626 -0.1875 1.0052
14 O -6.5969 -0.1648 1.5671
15 Cl -5.4682 0.0121 -0.7413
16 H 1.6112 -0.0311 1.6973
17 H 0.5172 -1.3839 1.4132
18 H 0.3492 0.1197 0.4447
19 H -1.9650 2.7145 1.0018
20 H -0.5613 2.8863 2.1043
21 H -0.4202 1.9885 0.5704
22 H -2.2585 0.4254 3.9416
23 H -4.5496 0.7253 3.4723
24 H -3.4150 -0.4842 0.8987
25 H -4.2659 -1.2663 2.2500
26 C 1.8412 -4.0105 2.6037
27 O 2.6721 -3.0161 2.0277
28 C 3.8913 -2.8121 2.7225
29 C 5.0520 -3.5432 2.0871
30 O 4.8922 -4.9517 2.1227
31 C 4.4009 -5.5055 0.9170
32 H 1.1016 -4.2991 1.8569
33 H 2.4134 -4.8943 2.8930
34 H 1.3194 -3.6185 3.4849
35 H 3.7865 -3.1131 3.7702
36 H 4.1031 -1.7385 2.7002
37 H 5.9628 -3.3083 2.6448
38 H 5.1975 -3.2026 1.0568
39 H 5.1954 -5.5738 0.1652
40 H 3.5769 -4.9152 0.5093
41 H 4.0423 -6.5087 1.1424
42 C -3.5929 -2.2588 -5.5138
43 O -3.3112 -3.6044 -5.1747
44 C -2.4762 -3.7513 -4.0422
45 C -3.2533 -4.0405 -2.7760
46 O -4.1002 -2.9729 -2.3920
47 C -5.4618 -3.1392 -2.7373
48 H -4.4499 -2.2669 -6.1850
49 H -3.8361 -1.6628 -4.6310
50 H -2.7439 -1.7995 -6.0313
51 H -1.8597 -2.8563 -3.9022
52 H -1.8082 -4.5958 -4.2363
53 H -2.5339 -4.1808 -1.9626
54 H -3.8246 -4.9695 -2.8917
55 H -5.9469 -3.8215 -2.0307
56 H -5.5946 -3.5240 -3.7503
57 H -5.9397 -2.1656 -2.6558
58 C -1.3148 5.6633 2.3222
59 O -0.7121 5.5926 1.0375
60 C -1.5136 6.1366 0.0022
61 C -1.1191 7.5515 -0.3579
62 O -1.3163 8.4606 0.7113
63 C -0.1454 8.7411 1.4530
64 H -0.5265 5.5008 3.0564
65 H -1.7775 6.6351 2.5023
66 H -2.0729 4.8857 2.4331
67 H -2.5720 6.1046 0.2825
68 H -1.3763 5.5076 -0.8829
69 H -1.7488 7.8848 -1.1865
70 H -0.0781 7.5798 -0.6977
71 H 0.4975 9.4502 0.9192
72 H 0.4250 7.8335 1.6637
73 H -0.4574 9.1915 2.3940
74 C 8.4838 -4.8557 2.3066
75 O 8.4766 -3.8211 1.3371
76 C 9.6469 -3.0245 1.3327
77 C 10.6323 -3.4444 0.2636
78 O 11.1316 -4.7530 0.4666
79 C 10.4767 -5.7468 -0.2989
80 H 7.7043 -5.5633 2.0298
81 H 9.4478 -5.3675 2.3407
82 H 8.2546 -4.4544 3.3003
83 H 10.1313 -3.0515 2.3150
84 H 9.3400 -1.9927 1.1353
85 H 11.4864 -2.7612 0.2907
86 H 10.1648 -3.3621 -0.7239
87 H 10.8253 -5.7348 -1.3374
88 H 9.3923 -5.6157 -0.2856
89 H 10.7242 -6.7108 0.1424
90 C 0.3496 8.0556 -4.6494
91 O -0.9260 7.9280 -4.0469
92 C -1.6299 9.1563 -3.9503
93 C -2.6418 9.3252 -5.0627
94 O -2.0402 9.3917 -6.3425
95 C -2.0563 8.1682 -7.0532
96 H 0.6636 7.0600 -4.9597
97 H 0.3173 8.7089 -5.5237
98 H 1.0820 8.4494 -3.9359
99 H -0.9310 9.9991 -3.9446
100 H -2.1634 9.1552 -2.9953
101 H -3.1766 10.2667 -4.9052
102 H -3.3731 8.5105 -5.0249
103 H -3.0443 7.9800 -7.4874
104 H -1.7832 7.3265 -6.4128
105 H -1.3300 8.2529 -7.8600
106 C -3.8403 -7.0020 2.8922
107 O -2.9051 -6.6407 1.8916
108 C -3.4793 -6.0134 0.7586
109 C -3.3598 -4.5074 0.8086
110 O -4.0819 -3.9481 1.8964
111 C -3.2852 -3.6776 3.0303
112 H -3.2794 -7.1912 3.8062
113 H -4.5634 -6.2040 3.0749
114 H -4.3786 -7.9141 2.6140
115 H -4.5307 -6.3004 0.6494
116 H -2.9373 -6.3748 -0.1210
117 H -3.7836 -4.0849 -0.1062
118 H -2.3030 -4.2179 0.8631
119 H -2.7076 -2.7657 2.8811
120 H -2.5976 -4.4960 3.2498
121 H -3.9506 -3.5374 3.8827

Results
- SMILES = CC(=O)N(C)[C@H]1OC(=O)O[C@H]1CC(=O)Cl.COCCOC.COCCOC.COCCOC.COCCOC.COCCOC.COCCOC
- gap between HOMO and LUMO (eV) = 9.49
- E_HOMO (eV) = -9.1
- E (eV) = -83132.0626

Mulliken population analysis, charges in e, atoms 1 to 2:
1. C -0.734
2. C 0.477

Entry 3:
# C27H32BN4O11P

A 4-piece molecular cluster, C27H32BN4O11P overall at a distorted geometry (ωB97M-V/def2-TZVPD, OMol25).

Cartesian coordinates (Å):
1 C -2.4757 1.5751 -1.1477
2 C -1.9843 0.5718 -0.3998
3 C -0.7809 -0.2826 -0.7451
4 P -1.1869 -2.0984 -0.7919
5 N -0.1550 -3.0745 -1.4560
6 C 0.0636 -0.0661 0.5361
7 O 0.3303 -0.8440 1.4039
8 O 0.4829 1.2105 0.4744
9 C 1.0520 1.3835 -0.8714
10 C 0.8479 2.7965 -1.4109
11 C 1.9314 3.2904 -2.3812
12 C 2.5078 0.9603 -0.7270
13 B 3.3472 1.8410 0.2865
14 O 4.6687 2.0513 -0.0111
15 O 2.8647 2.4072 1.4555
16 C 0.2187 0.3422 -1.7483
17 O 1.1661 -0.5392 -2.3117
18 H -2.6338 1.5368 -2.2206
19 H -2.8165 2.4785 -0.6482
20 H -2.4521 0.3517 0.5594
21 H -2.4529 -2.1468 -1.4087
22 H -1.3941 -2.4300 0.5522
23 H -0.5485 -3.5735 -2.2432
24 H -0.1205 2.9073 -1.8960
25 H 0.8318 3.4783 -0.5544
26 H 2.7247 3.8382 -1.8721
27 H 2.3886 2.4922 -2.9638
28 H 1.4582 3.9684 -3.0911
29 H 2.5612 -0.0865 -0.4098
30 H 3.0318 0.9891 -1.6785
31 H 5.0204 2.6948 0.6175
32 H 2.3570 1.7572 1.9532
33 H -0.3476 0.7822 -2.5692
34 H 0.8684 -0.7998 -3.1864
35 O 0.3110 5.9858 -3.7912
36 N 0.7143 5.5890 -4.8652
37 O 0.8176 4.4171 -5.1715
38 C 1.1032 6.5946 -5.8662
39 C 1.0254 7.9340 -5.5327
40 C 1.4102 8.8762 -6.4723
41 C 1.8603 8.4705 -7.7218
42 C 1.9232 7.1199 -8.0386
43 C 1.5431 6.1691 -7.1057
44 H 0.6738 8.2383 -4.5585
45 H 1.3607 9.9281 -6.2278
46 H 2.1642 9.2096 -8.4510
47 H 2.2715 6.8060 -9.0126
48 H 1.5904 5.1165 -7.3405
49 O 1.3789 -6.3162 5.5678
50 N 0.8396 -5.5296 6.3221
51 O 0.5210 -5.7808 7.4651
52 C 0.5405 -4.1849 5.8051
53 C 0.8609 -3.8865 4.4937
54 C 0.5475 -2.6324 3.9968
55 C -0.0696 -1.6962 4.8153
56 C -0.3706 -2.0099 6.1350
57 C -0.0666 -3.2647 6.6391
58 H 1.3409 -4.6204 3.8637
59 H 0.7783 -2.3869 2.9717
60 H -0.3176 -0.7201 4.4194
61 H -0.8490 -1.2787 6.7719
62 H -0.3028 -3.5212 7.6608
63 O -5.5885 -4.2518 2.0722
64 N -4.3778 -4.1878 2.0818
65 O -3.7340 -3.2991 1.5575
66 C -3.6412 -5.2560 2.7782
67 C -4.3594 -6.2876 3.3556
68 C -3.6691 -7.3020 3.9977
69 C -2.2817 -7.2723 4.0559
70 C -1.5800 -6.2247 3.4753
71 C -2.2602 -5.2039 2.8295
72 H -5.4376 -6.3008 3.3054
73 H -4.2146 -8.1178 4.4513
74 H -1.7438 -8.0678 4.5545
75 H -0.5008 -6.2065 3.5261
76 H -1.7207 -4.3857 2.3750

Results
- SMILES = C=C[C@]1([PH2]=N)C(=O)O[C@@](CC)(CB(O)O)[C@H]1O.O=[N+]([O-])c1ccccc1.O=[N+]([O-])c1ccccc1.O=[N+]([O-])c1ccccc1
- gap between HOMO and LUMO (eV) = 7.50
- E_HOMO (eV) = -8.3
- E (eV) = -66957.9425

Mulliken population analysis, charges in e, atoms 1 to 2:
1. C -0.903
2. C -0.830

Entry 4:
# C14H22F14N2OPbS2SbSi2Te

C14H22F14N2OPbS2SbSi2Te as an isolated structure at a distorted geometry (ωB97M-V/def2-TZVPD, OMol25).

Cartesian coordinates (Å):
1 Pb -0.1608 0.3674 0.1910
2 F 5.8166 -1.6081 -1.2524
3 C 5.2267 -1.1354 -0.1155
4 F 5.3145 0.1843 -0.1893
5 F 6.0798 -1.5202 0.8648
6 C 3.8675 -1.7303 0.0698
7 C 3.8117 -3.1114 0.1633
8 C 2.5990 -3.7591 0.3522
9 C 1.4750 -2.9632 0.4919
10 N 1.5164 -1.6524 0.4050
11 C 2.6644 -0.9972 0.1691
12 S 2.5086 0.6943 0.0020
13 H 4.7310 -3.6729 0.0933
14 H 2.5338 -4.8338 0.4042
15 H 0.4940 -3.3779 0.6818
16 C -3.3040 -3.8773 -0.3085
17 Si -3.1357 -1.9683 -0.1594
18 C -4.8201 -1.2148 -0.6838
19 C -2.8479 -1.6123 1.6902
20 C -1.8074 -1.2090 -1.2780
21 Si -0.8396 -2.0571 -2.6671
22 C 0.9698 -1.5077 -2.9326
23 C -0.6970 -3.9634 -2.4724
24 C -1.7886 -1.7760 -4.3096
25 H -4.0445 -4.2578 0.3898
26 H -2.3665 -4.3712 -0.0838
27 H -3.6097 -4.1811 -1.3038
28 H -5.6612 -1.6499 -0.1506
29 H -5.0008 -1.3430 -1.7473
30 H -4.8197 -0.1493 -0.4786
31 H -3.4888 -2.2106 2.3321
32 H -3.0455 -0.5685 1.9105
33 H -1.8223 -1.8139 1.9798
34 H -2.2000 -0.2733 -1.6747
35 H 1.6429 -1.9932 -2.2331
36 H 1.0851 -0.4382 -2.8106
37 H 1.3107 -1.7511 -3.9350
38 H -0.3189 -4.2370 -1.4944
39 H -0.0080 -4.3646 -3.2113
40 H -1.6504 -4.4590 -2.6124
41 H -1.7160 -0.7372 -4.6099
42 H -2.8432 -2.0128 -4.2082
43 H -1.3852 -2.3840 -5.1150
44 F 1.7712 0.9099 4.3137
45 Te 1.4925 -0.8239 3.5195
46 F 0.2903 -1.3273 4.9605
47 F 1.6640 -2.7329 3.1857
48 F 3.2108 -0.6025 2.6822
49 F 2.7277 -1.2994 4.9591
50 O 0.1590 -0.4109 2.4794
51 S -1.1416 2.5600 1.4083
52 C -2.7217 2.1204 1.2648
53 N -3.8441 1.8516 1.2081
54 F -0.1370 1.6162 -2.2973
55 Sb -0.8551 2.5962 -3.7969
56 F -0.1574 1.2826 -5.0070
57 F -2.4628 1.5704 -3.6426
58 F -1.5544 3.5407 -5.3190
59 F -1.5762 3.9318 -2.6568
60 F 0.7780 3.5691 -3.9391

Results
- <S²> = 0.77
- multiplicity = 2
- gap between HOMO and LUMO (alpha / beta) (eV) = 6.36 / 6.76
- E_HOMO (alpha / beta) (eV) = -2.7 / -3.8
- E (eV) = -114462.3393
- net charge = -2
- relative energy (zero: lowest compared OMol25 entry of this formula, charge and spin) (kcal per mole) = 24.7

Mulliken population analysis, charges in e, atoms 1 to 2:
1. Pb 0.917
2. F -0.295

Entry 5:
# C5H11EuO3

C5H11EuO3 as an isolated structure at a distorted geometry (ωB97M-V/def2-TZVPD, OMol25).

Cartesian coordinates (Å):
1 O 0.5868 0.7287 1.4866
2 C -0.5943 0.0108 1.6491
3 C -1.2256 -0.3214 0.3073
4 O -1.4138 0.9204 -0.3956
5 C -2.0970 0.8510 -1.5769
6 C -2.5042 1.9326 -2.2342
7 Eu 0.8707 2.3614 0.1720
8 H -1.3243 0.5774 2.2585
9 H -0.4203 -0.9484 2.1732
10 H -2.1940 -0.8244 0.4411
11 H -0.5817 -0.9687 -0.3068
12 H -2.2325 -0.1636 -1.9625
13 H -2.2653 2.9401 -1.8925
14 H -3.0024 1.8078 -3.1944
15 O 3.3291 -0.9862 1.4503
16 H 2.5390 -0.3968 1.5605
17 C 3.1603 -1.7228 0.2681
18 H 4.0592 -2.3317 0.0936
19 H 2.2816 -2.3924 0.3203
20 H 3.0288 -1.0739 -0.6174

Results
- <S²> = 20.01
- multiplicity = 9
- gap between HOMO and LUMO (alpha / beta) (eV) = 5.15 / 9.74
- E_HOMO (alpha / beta) (eV) = -4.8 / -9.6
- E (eV) = -30831.4495
- relative energy (zero: lowest compared OMol25 entry of this formula, charge and spin) (kcal per mole) = 0.0

Mulliken population analysis, charges in e, atoms 1 to 2:
1. O -0.830
2. C -0.430

Entry 6:
# C33H57IO18P2

A 8-piece molecular cluster, C33H57IO18P2 overall at a distorted geometry (ωB97M-V/def2-TZVPD, OMol25).

Cartesian coordinates (Å):
1 C 0.1321 -0.8904 -4.6217
2 O 1.5182 -0.7325 -4.8821
3 C 1.9021 -0.8960 -6.2249
4 C 3.1245 -0.0439 -6.5254
5 C 4.0281 0.1772 -5.3105
6 P 4.6361 -1.3605 -4.4648
7 C 6.3781 -1.3403 -3.8363
8 I 3.8400 -0.4103 -2.1732
9 P 5.4213 -2.3132 -6.3584
10 O 6.4686 -3.2956 -6.0593
11 O 6.0437 -1.2148 -7.3697
12 O 4.2712 -3.0296 -7.2377
13 H -0.0514 -1.7520 -3.9904
14 H -0.2310 0.0198 -4.1539
15 H -0.4527 -1.0402 -5.5261
16 H 1.1285 -0.5975 -6.9297
17 H 2.0853 -1.9549 -6.4253
18 H 2.7407 0.9383 -6.7877
19 H 3.6427 -0.3956 -7.4085
20 H 3.4745 0.7452 -4.5868
21 H 4.8763 0.7898 -5.5992
22 H 3.8071 -2.4589 -4.1922
23 H 6.7809 -2.3402 -3.7518
24 H 6.9725 -0.7015 -4.4800
25 H 6.3993 -0.8868 -2.8623
26 H 6.9756 -1.1779 -7.0874
27 H 3.7787 -3.6448 -6.6689
28 O 2.4700 0.7447 0.8726
29 C 1.3314 0.4125 1.0283
30 C 0.3457 0.0286 -0.0523
31 C -0.9868 0.1025 0.6810
32 C -0.5879 -0.2254 2.1102
33 O 0.7539 0.2939 2.2523
34 H 0.5770 -0.9831 -0.3913
35 H 0.4005 0.7229 -0.8861
36 H -1.7475 -0.5689 0.2895
37 H -1.3736 1.1179 0.6278
38 H -0.5698 -1.3019 2.2928
39 H -1.2383 0.2460 2.8426
40 O 3.9379 4.6457 5.9318
41 C 3.9613 3.6723 5.2373
42 C 3.7683 3.6101 3.7336
43 C 3.5049 2.1248 3.4917
44 C 4.2769 1.4844 4.6340
45 O 4.2099 2.4315 5.7196
46 H 4.6860 3.9490 3.2503
47 H 2.9338 4.2361 3.4300
48 H 3.8100 1.7713 2.5132
49 H 2.4409 1.9163 3.6019
50 H 5.3278 1.3199 4.3855
51 H 3.8418 0.5418 4.9570
52 O -3.5298 -1.6910 2.1046
53 C -3.4647 -2.4767 3.0113
54 C -2.5947 -3.7127 3.0852
55 C -3.2213 -4.4865 4.2432
56 C -3.7972 -3.3654 5.1056
57 O -4.1631 -2.3365 4.1472
58 H -1.5696 -3.4077 3.3046
59 H -2.6281 -4.2596 2.1465
60 H -2.5267 -5.1215 4.7780
61 H -4.0293 -5.1160 3.8662
62 H -3.0759 -2.9472 5.7988
63 H -4.6774 -3.6722 5.6610
64 O -2.8730 -3.3603 -2.3112
65 C -3.6612 -2.4675 -2.2018
66 C -4.4622 -2.0919 -0.9715
67 C -5.5387 -1.1740 -1.5465
68 C -4.8284 -0.5738 -2.7516
69 O -3.9280 -1.5992 -3.2101
70 H -3.8092 -1.5688 -0.2738
71 H -4.8815 -2.9743 -0.4980
72 H -5.9042 -0.4249 -0.8472
73 H -6.3917 -1.7688 -1.8770
74 H -4.2405 0.3089 -2.4887
75 H -5.5108 -0.3135 -3.5570
76 O -1.1531 2.9904 -0.7282
77 C -0.9079 4.0190 -0.1654
78 C -1.0666 4.3155 1.3123
79 C -0.9879 5.8406 1.3509
80 C -0.1041 6.1394 0.1479
81 O -0.3957 5.0946 -0.8023
82 H -0.2408 3.8470 1.8515
83 H -2.0156 3.9364 1.6810
84 H -0.5956 6.2433 2.2819
85 H -1.9814 6.2632 1.1947
86 H 0.9592 6.0960 0.3907
87 H -0.3212 7.1030 -0.3054
88 O -2.6112 -4.8040 7.0934
89 C -1.5111 -4.8718 7.5626
90 C -0.6736 -6.1180 7.7684
91 C 0.4056 -5.6308 8.7337
92 C 0.5063 -4.1553 8.3732
93 O -0.8207 -3.7798 7.9552
94 H -0.2575 -6.4217 6.8062
95 H -1.2755 -6.9205 8.1841
96 H 1.3526 -6.1588 8.6474
97 H 0.0540 -5.7379 9.7605
98 H 1.1929 -3.9750 7.5438
99 H 0.8029 -3.5345 9.2144
100 O -5.3942 6.1933 -4.6263
101 C -4.4672 5.5421 -4.2477
102 C -3.0073 5.7147 -4.6253
103 C -2.3894 4.3943 -4.1698
104 C -3.2952 4.0075 -3.0116
105 O -4.5936 4.5302 -3.3544
106 H -2.6043 6.5669 -4.0761
107 H -2.9047 5.8772 -5.6940
108 H -1.3414 4.4645 -3.8862
109 H -2.4732 3.6553 -4.9684
110 H -2.9769 4.4580 -2.0713
111 H -3.3646 2.9312 -2.8784

Results
- SMILES = COCCC[PH](C)(I)P(=O)(O)O.O=C1CCCO1.O=C1CCCO1.O=C1CCCO1.O=C1CCCO1.O=C1CCCO1.O=C1CCCO1.O=C1CCCO1
- gap between HOMO and LUMO (eV) = 8.53
- E_HOMO (eV) = -8.3
- E (eV) = -98681.8844
- relative energy (zero: lowest compared OMol25 entry of this formula, charge and spin) (kcal per mole) = 0.0

Mulliken population analysis, charges in e, atoms 1 to 2:
1. C -0.819
2. O -0.105

Entry 7:
# C7H11N

One molecule with the formula C7H11N at a distorted geometry (ωB97M-V/def2-TZVPD, OMol25).

Cartesian coordinates (Å):
1 C 1.6587 -0.6063 -1.3115
2 C 0.5396 -0.1825 -0.5546
3 C -0.4705 0.7355 -1.1711
4 C -0.9709 1.3085 -0.0236
5 C -0.3888 0.7280 1.1456
6 C -1.1363 -0.5896 1.2923
7 C -0.3472 -1.3972 -0.0061
8 N 0.9014 0.3081 0.7107
9 H 1.2562 -0.9568 -2.1576
10 H 2.2465 -1.2066 -0.5410
11 H 2.4378 0.1706 -1.5420
12 H -0.8578 0.8883 -2.1847
13 H -2.0259 1.6927 0.1159
14 H -0.4801 1.5783 1.8495
15 H -1.1843 -1.0813 2.3281
16 H -2.1011 -0.3382 0.8391
17 H 0.2117 -2.1529 0.2116
18 H -0.7541 -1.8799 -0.7909
19 H 1.6339 1.1507 0.6715

Results
- SMILES = C[C@@]12C=C[C@@H](CC1)N2
- gap between HOMO and LUMO (eV) = 9.96
- E_HOMO (eV) = -8.9
- E (eV) = -8923.2437
- relative energy (zero: lowest compared OMol25 entry of this formula, charge and spin) (kcal per mole) = 103.4

Mulliken population analysis, charges in e, atoms 1 to 2:
1. C -1.839
2. C 1.363